{
  "formula": "C3H5NO2",
  "method": "the ωB97M-V functional and the def2-TZVPD basis",
  "max_force_ev_per_a": 1.07,
  "charge": 0,
  "total_energy_ha": -322.47326,
  "gap_ev": 10.30,
  "species": ["C", "C", "N", "O", "C", "O", "H", "H", "H", "H", "H"],
  "xyz": [[-1.185, -0.515, 0.610], [-0.299, 0.631, 0.246], [-0.698, 1.735, -0.195], [1.069, 0.414, 0.567], [1.887, -0.304, -0.170], [1.270, -0.754, -1.266], [-1.019, -0.795, 1.655], [-0.955, -1.382, -0.015], [-2.227, -0.225, 0.467], [0.085, 2.372, -0.348], [2.049, -1.219, -1.600]],
  "mulliken_charge": [-0.979, 0.745, -0.643, -0.085, -0.330, -0.332, 0.295, 0.280, 0.316, 0.261, 0.472]
}